[1]
DFT (wB97M-V/def2-TZVPD) results for one molecule with the formula C24H26FNO4.

As for the HOMO-LUMO gap: 8.22 eV. The calculation puts the energy at -37708.369 eV. Its energy above the lowest of the compared OMol25 structures with the same formula, charge and spin is 0.085 eV. The SMILES is CC(C)n1c(/C=C/[C@@H](O)C[C@@H](O)CC(=O)O)c(-c2ccc(F)cc2)c2ccccc21. Its highest occupied orbital energy is -7.64 eV.

```
! RIJCOSX wB97M-V def2-TZVPD def2/J DEFGRID3
* xyz 0 1
C 3.18 -3.57 -0.92
C 2.29 -3.17 0.26
C 2.17 -4.29 1.29
N 0.99 -2.73 -0.20
C 0.51 -1.45 -0.04
C 1.22 -0.40 0.67
C 1.31 0.83 0.18
C 1.82 2.04 0.90
O 2.83 2.71 0.16
C 0.60 2.95 1.14
C 0.91 4.24 1.91
O 1.80 5.08 1.22
C -0.38 5.03 2.19
C -1.37 5.03 1.04
O -1.11 5.08 -0.13
O -2.63 4.96 1.50
C -0.70 -1.31 -0.68
C -1.56 -0.13 -0.67
C -1.89 0.49 0.54
C -2.69 1.61 0.57
C -3.17 2.12 -0.63
F -3.94 3.23 -0.60
C -2.87 1.53 -1.84
C -2.07 0.40 -1.85
C -1.00 -2.57 -1.27
C -2.09 -3.04 -2.00
C -2.08 -4.35 -2.42
C -1.01 -5.20 -2.11
C 0.07 -4.76 -1.38
C 0.08 -3.44 -0.95
H 4.19 -3.79 -0.56
H 2.80 -4.45 -1.43
H 3.24 -2.75 -1.64
H 2.75 -2.30 0.74
H 3.15 -4.53 1.70
H 1.74 -5.19 0.86
H 1.52 -3.97 2.11
H 1.64 -0.63 1.65
H 0.91 1.03 -0.81
H 2.29 1.77 1.85
H 2.48 2.90 -0.72
H -0.15 2.38 1.69
H 0.18 3.22 0.16
H 1.35 3.97 2.89
H 2.51 4.52 0.86
H -0.89 4.65 3.07
H -0.09 6.07 2.36
H -3.26 4.93 0.75
H -1.52 0.07 1.46
H -2.96 2.09 1.50
H -3.26 1.95 -2.75
H -1.82 -0.07 -2.79
H -2.91 -2.38 -2.22
H -2.91 -4.74 -3.00
H -1.04 -6.22 -2.46
H 0.87 -5.45 -1.15
*
```

=====

[2]
DFT (wB97M-V/def2-TZVPD) results for a 2-piece molecular cluster, C4H12NO2 overall.

As for the HOMO-LUMO gap: 11.24 eV. The calculation puts the energy at -9921.098 eV. Its energy above the lowest of the compared OMol25 structures with the same formula, charge and spin is 1.132 eV. Its highest occupied orbital energy is -14.39 eV.

```
! RIJCOSX wB97M-V def2-TZVPD def2/J DEFGRID3
* xyz 1 1
C -0.09 0.84 -2.22
C -0.54 0.32 -0.86
C -1.24 -1.03 -0.72
C -1.59 -1.34 0.73
O -1.51 -0.51 1.60
N 0.67 0.34 0.06
H -0.05 1.92 -2.18
H 0.86 0.37 -2.46
H -0.70 0.53 -3.06
H -1.22 1.02 -0.38
H -2.19 -0.98 -1.26
H -0.66 -1.83 -1.19
H -1.76 -2.39 0.92
H 1.22 1.18 -0.11
H 0.32 0.36 1.03
H 1.36 -0.39 -0.06
H 1.73 0.86 3.73
H 3.17 0.39 3.32
O 2.23 0.33 3.10
*
```

=====

[3]
DFT (wB97M-V/def2-TZVPD) results for a 5-piece molecular cluster, H10O5 overall.

As for the HOMO-LUMO gap: 11.08 eV. The calculation puts the energy at -10398.380 eV. Its energy above the lowest of the compared OMol25 structures with the same formula, charge and spin is 2.470 eV. The SMILES is O.O.O.O.O. Its highest occupied orbital energy is -10.82 eV.

```
! RIJCOSX wB97M-V def2-TZVPD def2/J DEFGRID3
* xyz 0 1
O -0.19 -0.98 -0.16
H -1.01 -1.32 -0.32
H -0.20 -0.01 -0.20
O -1.27 0.01 3.09
H -1.09 -0.41 2.21
H -1.17 0.94 2.89
O -0.21 3.51 0.65
H -1.14 3.70 0.69
H 0.15 4.33 0.24
O -0.24 -2.00 -2.70
H -0.35 -1.18 -3.09
H -0.72 -2.03 -1.85
O 1.98 -0.87 -0.76
H 2.49 -0.57 -1.56
H 2.55 -0.73 -0.06
*
```

=====

[4]
DFT (wB97M-V/def2-TZVPD) results for C6H11N3 as an isolated structure.

As for the HOMO-LUMO gap: 9.51 eV. The calculation puts the energy at -10864.583 eV. Its energy above the lowest of the compared OMol25 structures with the same formula, charge and spin is 6.236 eV. Its highest occupied orbital energy is -9.02 eV.

```
! RIJCOSX wB97M-V def2-TZVPD def2/J DEFGRID3
* xyz 0 1
C 2.50 -0.02 -0.60
C 0.54 -1.04 0.50
C -0.21 0.21 0.95
C -0.49 1.35 -0.04
C -1.87 -0.54 -0.66
C -1.00 -1.02 0.59
H 1.84 1.15 0.79
H 3.23 -0.18 -1.41
H 1.56 -1.99 -1.04
H 1.42 -1.39 1.21
H -0.42 0.36 2.09
H -0.27 2.37 0.44
H 0.13 1.33 -1.06
H -2.73 1.19 0.25
H -2.90 -0.93 -0.68
H -1.53 -0.63 -1.65
H -1.84 -1.55 1.29
N 2.82 0.93 0.30
N 1.18 -0.72 -0.73
N -1.97 1.11 -0.52
*
```

=====

[5]
DFT (wB97M-V/def2-TZVPD) results for an isolated ion of composition C2H8NO and charge +1.

As for the HOMO-LUMO gap: 10.67 eV. The calculation puts the energy at -5733.043 eV. Its energy above the lowest of the compared OMol25 structures with the same formula, charge and spin is 1.841 eV. The SMILES is [NH3+]CCO. Its highest occupied orbital energy is -14.74 eV.

```
! RIJCOSX wB97M-V def2-TZVPD def2/J DEFGRID3
* xyz 1 1
N -1.36 0.41 0.36
C 0.10 0.63 0.18
C 0.93 -0.64 -0.33
O 2.23 -0.23 -0.57
H -1.93 1.25 0.48
H -1.72 -0.11 1.14
H -1.71 -0.10 -0.42
H 0.46 1.43 -0.43
H 0.33 1.09 1.10
H 0.73 -1.42 0.40
H 0.60 -1.17 -1.34
H 2.99 -0.78 -0.48
*
```

=====

[6]
DFT (wB97M-V/def2-TZVPD) results for a 2-piece molecular cluster, C9H18NO2 overall.

As for the HOMO-LUMO gap: 5.86 eV. The calculation puts the energy at -15206.122 eV. Its energy above the lowest of the compared OMol25 structures with the same formula, charge and spin is 4.997 eV. Its highest occupied orbital energy is -2.14 eV.

```
! RIJCOSX wB97M-V def2-TZVPD def2/J DEFGRID3
* xyz -1 1
C -0.61 -0.99 -2.61
C 0.55 -0.02 -2.44
C -0.62 -1.77 -1.32
C 0.49 0.83 -1.29
C -0.73 -0.86 -0.07
C -0.15 0.56 -0.15
C 0.83 1.19 1.98
C -1.62 0.93 1.83
C -0.38 1.33 1.10
N 1.95 -1.19 0.63
O 1.23 -1.55 1.79
O -0.62 2.71 0.67
H -1.62 -0.63 -2.77
H -0.46 -1.64 -3.42
H 1.43 -0.59 -2.46
H 0.43 0.49 -3.34
H -1.29 -2.61 -1.17
H 0.37 -2.19 -1.29
H -0.15 -1.28 0.81
H 0.78 1.83 -1.41
H -1.78 -0.71 0.18
H 1.83 -1.93 -0.14
H 1.77 1.49 1.35
H 1.07 0.12 2.11
H 0.61 1.69 2.99
H -1.65 -0.12 2.16
H -1.72 1.69 2.69
H -2.58 1.13 1.18
H 2.94 -1.28 0.97
H -0.30 3.34 1.44
*
```

=====

Which formula does entry 5 have? C2H8NO

=====

Which formula does entry 3 have? H10O5

=====

Number 4 is which compound? C6H11N3

=====

Look up the energy of the sixth one. -15206.122 eV